No. 1
Computed, not measured: 2 unconnected molecules or ions with the total composition C4H11NO2, with the ωB97M-V functional and the def2-TZVPD basis.

**LUMO energy**: 0.7 eV
**Calculated total energy**: -9910.24516 eV
**Energy relative to the best compared isomer or geometry (same formula, charge and spin)**: 192.7 kJ/mol
**Orbital gap**: 10.481 eV
**Max |F|**: 6.8 eV/Å

Last columns: bonded neighbours and bond lengths (Å).
Geometry (Å):
1 C 0.336 -2.309 1.988  C2 1.562, H5 1.097, H6 1.013, H7 1.078
2 C -0.187 -1.619 0.688  C1 1.562, N3 1.359, O4 1.239
3 N -1.496 -1.498 0.342  C2 1.359, H8 0.992, H9 0.914
4 O 0.668 -1.166 -0.086  C2 1.239
5 H 0.685 -3.345 1.898  C1 1.097
6 H -0.324 -2.279 2.757  C1 1.013
7 H 1.073 -1.600 2.327  C1 1.078
8 H -1.646 -0.949 -0.470  N3 0.992
9 H -2.204 -1.816 0.823  N3 0.914
10 C 1.173 2.639 -0.429  C11 1.567, H13 1.023, H14 1.169, H15 1.147
11 C -0.265 2.047 -0.616  C10 1.567, O12 1.444, H16 1.107, H17 1.185
12 O -0.120 1.482 -1.937  C11 1.444, H18 0.969
13 H 1.561 3.214 -1.180  C10 1.023
14 H 1.820 1.777 0.026  C10 1.169
15 H 1.120 3.307 0.501  C10 1.147
16 H -0.499 1.262 0.129  C11 1.107
17 H -1.037 2.940 -0.514  C11 1.185
18 H -0.801 0.896 -2.299  O12 0.969


No. 2
Computed, not measured: 2 unconnected molecules or ions with the total composition C4H11NO2, with the ωB97M-V functional and the def2-TZVPD basis.

**LUMO energy**: 0.8 eV
**Calculated total energy**: -9911.78027 eV
**Energy relative to the best compared isomer or geometry (same formula, charge and spin)**: 44.5 kJ/mol
**Orbital gap**: 10.366 eV
**Max |F|**: 0.9 eV/Å

Last columns: bonded neighbours and bond lengths (Å).
Geometry (Å):
1 C 1.455 0.552 1.602  C2 1.509, H7 1.090, H8 1.080, H9 1.095
2 C 0.549 -0.168 0.633  C1 1.509, O3 1.216, N4 1.371
3 O 0.136 -1.291 0.849  C2 1.216
4 N 0.325 0.468 -0.561  C2 1.371, C5 1.458, C6 1.453
5 C -0.577 -0.201 -1.491  N4 1.458, H10 1.083, H11 1.091, H12 1.080
6 C 0.260 1.919 -0.597  N4 1.453, H13 1.093, H14 1.093, H15 1.075
7 H 1.736 -0.149 2.387  C1 1.090
8 H 2.362 0.823 1.082  C1 1.080
9 H 0.995 1.416 2.092  C1 1.095
10 H -0.287 0.061 -2.501  C5 1.083
11 H -1.620 0.080 -1.343  C5 1.091
12 H -0.463 -1.267 -1.366  C5 1.080
13 H 0.725 2.297 -1.511  C6 1.093
14 H -0.779 2.257 -0.615  C6 1.093
15 H 0.790 2.385 0.213  C6 1.075
16 O -2.249 -2.971 0.322  H17 0.964, H18 0.976
17 H -1.804 -3.792 0.083  O16 0.964
18 H -1.551 -2.418 0.722  O16 0.976


no.,HOMO level (hartree)
1,-0.360
2,-0.352